DFT (ωB97M-V/def2-TZVPD) results for a cluster of 2 separate species, C4H11N4 in total.

**Net charge**: +1
**Energy**: -10274.942 eV
**Gap between HOMO and LUMO (alpha / beta)**: 8.5 / 8.5 eV
**HOMO level (alpha / beta)**: -13.12 / -13.12 eV
**F_max**: 3.8 eV Å⁻¹
**Energy relative to the best compared isomer or geometry (same formula, charge and spin)**: 144.08 kcal per mole

Cartesian coordinates (Å):
H -1.00 -2.83 -0.80
H -0.93 -0.29 1.67
H 1.40 2.16 1.78
N 1.37 -1.31 -1.95
N -0.23 1.01 0.25
C -1.07 -2.13 0.05
H -1.07 -2.55 1.08
N 0.00 -1.21 0.08
H -1.29 2.22 1.44
H -2.02 -1.64 -0.02
C 0.50 0.71 -1.01
H -0.33 3.06 -0.10
N -0.29 -0.13 0.93
H 2.06 1.85 2.04
C -0.61 2.21 0.53
H 1.51 -2.35 -2.10
H -0.30 0.84 -1.79
H 1.46 1.15 -1.10
C 0.84 -0.78 -0.98

Table of Mulliken atomic charges, one value per atom, all in e: 0.344, 0.254, -0.251, -0.516, 0.463, -0.869, 0.303, 0.102, 0.260, 0.328, -0.466, 0.323, -0.484, 0.257, -0.202, 0.297, 0.342, 0.372, 0.141